# 1
{"formula": "FNO4P", "method": "ωB97M-V/def2-TZVPD", "e_tot_ev": -21686.4370, "homo_lumo_gap_ev": 9.02, "e_homo_ev": -5.51, "multiplicity": 1, "total_charge": -1, "e_lumo_ev": 3.516, "species": ["N", "O", "O", "O", "O", "F", "P"], "coordinates": [[1.21, -0.73, 0.14], [-1.95, -0.83, -0.14], [-0.90, 1.50, -0.66], [-0.07, 0.15, 1.36], [0.60, -0.79, -0.87], [2.05, 0.46, 0.05], [-0.95, 0.25, 0.11]]}


# 2
{"formula": "C49H53ClLuN4O5Sb2Te", "method": "ωB97M-V/def2-TZVPD", "e_tot_ev": -134380.5755, "homo_lumo_gap_ev": [5.40, 4.08], "e_homo_ev": [-6.58, -6.58], "s_squared": 0.7579, "multiplicity": 2, "e_lumo_ev": [-1.178, -2.504], "species": ["Lu", "O", "C", "N", "C", "O", "C", "C", "C", "C", "C", "N", "C", "C", "C", "C", "C", "N", "H", "H", "H", "H", "H", "H", "H", "H", "C", "Sb", "C", "C", "C", "C", "C", "C", "C", "C", "C", "Sb", "C", "C", "H", "H", "H", "H", "H", "H", "H", "H", "H", "H", "H", "H", "H", "H", "H", "H", "H", "H", "H", "H", "C", "C", "C", "C", "C", "C", "Te", "N", "C", "O", "C", "C", "C", "C", "C", "C", "C", "C", "C", "C", "C", "C", "C", "C", "C", "C", "H", "H", "H", "H", "H", "H", "H", "H", "H", "H", "H", "H", "H", "H", "H", "H", "H", "H", "H", "H", "H", "H", "H", "Cl", "C", "C", "O", "O", "H", "H"], "coordinates": [[-0.27, 0.19, 0.00], [3.36, -2.25, -0.56], [2.38, -1.70, -0.02], [1.98, -0.39, -0.14], [2.76, 0.65, -0.45], [3.86, 0.62, -1.04], [2.13, 1.94, -0.08], [2.80, 3.11, -0.47], [2.25, 4.37, -0.15], [1.05, 4.38, 0.59], [0.40, 3.19, 0.88], [0.91, 1.98, 0.55], [1.48, -2.57, 0.75], [1.98, -3.76, 1.36], [1.04, -4.68, 1.88], [-0.33, -4.31, 1.84], [-0.70, -3.07, 1.31], [0.21, -2.20, 0.82], [3.76, 2.99, -0.96], [2.76, 5.27, -0.40], [0.65, 5.34, 0.94], [-0.56, 3.11, 1.45], [3.04, -3.98, 1.34], [1.38, -5.66, 2.24], [-1.10, -4.97, 2.23], [-1.72, -2.74, 1.25], [2.93, -5.34, -2.04], [2.16, -3.38, -2.83], [1.17, -4.23, -4.62], [4.14, -2.25, -3.17], [4.48, -2.09, -4.61], [4.59, -3.28, -5.36], [4.93, -3.28, -6.68], [5.22, -2.07, -7.34], [5.09, -0.84, -6.65], [4.82, -0.85, -5.27], [4.99, 0.42, -4.48], [2.94, 1.30, -4.09], [3.40, 3.38, -4.19], [1.93, 1.16, -6.01], [3.98, -5.33, -2.20], [2.35, -6.17, -2.54], [2.68, -5.43, -0.97], [0.13, -3.94, -4.60], [1.26, -5.34, -4.62], [1.64, -3.75, -5.47], [4.88, -2.86, -2.64], [4.08, -1.33, -2.63], [4.44, -4.22, -4.85], [4.96, -4.21, -7.20], [5.43, -2.08, -8.38], [5.23, 0.09, -7.21], [5.55, 1.14, -5.08], [5.52, 0.28, -3.53], [4.50, 3.49, -4.16], [2.91, 3.76, -3.33], [2.95, 3.76, -5.12], [2.68, 1.16, -6.83], [1.31, 2.09, -6.10], [1.25, 0.31, -6.06], [-4.50, 5.38, 7.51], [-4.09, 4.54, 6.34], [-4.96, 3.63, 5.80], [-4.62, 2.80, 4.70], [-5.64, 1.88, 4.05], [-3.32, 2.91, 4.20], [-2.47, 1.20, 3.02], [-2.26, 0.04, 0.85], [-3.46, -0.51, 0.78], [-4.36, -0.26, 1.68], [-3.92, -1.35, -0.36], [-3.16, -1.77, -1.46], [-3.71, -2.45, -2.54], [-5.07, -2.78, -2.57], [-5.81, -2.48, -1.43], [-5.27, -1.74, -0.37], [-1.03, 0.69, 4.48], [0.20, 1.28, 4.41], [1.15, 1.03, 5.41], [0.87, 0.08, 6.40], [-0.34, -0.61, 6.37], [-1.31, -0.33, 5.44], [-2.62, -1.05, 5.41], [-2.42, 3.93, 4.64], [-1.10, 4.20, 3.99], [-2.86, 4.75, 5.68], [-3.96, 5.07, 8.44], [-5.56, 5.30, 7.69], [-4.23, 6.44, 7.36], [-5.95, 3.46, 6.21], [-5.38, 0.87, 4.21], [-5.71, 2.08, 3.00], [-6.62, 2.05, 4.51], [-2.06, -1.56, -1.50], [-3.08, -2.74, -3.36], [-5.52, -3.34, -3.42], [-6.82, -2.85, -1.33], [-5.84, -1.48, 0.48], [0.33, 1.92, 3.57], [2.10, 1.55, 5.44], [1.56, -0.05, 7.25], [-0.56, -1.44, 7.05], [-2.53, -1.95, 6.03], [-2.94, -1.29, 4.41], [-3.45, -0.50, 5.85], [-0.91, 3.61, 3.13], [-0.29, 4.00, 4.71], [-0.95, 5.26, 3.69], [-2.19, 5.56, 5.99], [-2.66, 1.87, -3.65], [-1.81, 0.42, -4.11], [-0.63, -0.03, -3.24], [0.23, -0.78, -3.81], [-0.58, 0.46, -2.05], [-1.41, 0.56, -5.15], [-2.52, -0.44, -4.12]]}


# 3
{"formula": "C50H48BrCl3GeIN7O6Rb", "method": "ωB97M-V/def2-TZVPD", "e_tot_ev": -248231.9680, "homo_lumo_gap_ev": [3.98, 5.39], "e_homo_ev": [-0.71, -2.13], "s_squared": 0.7936, "multiplicity": 2, "total_charge": -2, "e_lumo_ev": [3.270, 3.267], "species": ["Rb", "C", "C", "C", "C", "C", "N", "C", "C", "C", "N", "C", "C", "C", "C", "C", "C", "C", "C", "N", "C", "C", "C", "N", "C", "C", "C", "C", "O", "C", "O", "H", "H", "H", "H", "H", "H", "H", "H", "H", "H", "H", "H", "H", "H", "H", "H", "H", "H", "H", "H", "H", "H", "H", "H", "H", "H", "H", "H", "C", "C", "N", "C", "C", "C", "O", "C", "C", "N", "C", "C", "C", "C", "C", "C", "I", "C", "O", "H", "H", "H", "H", "H", "H", "H", "H", "H", "H", "H", "H", "Cl", "Ge", "Cl", "Cl", "C", "C", "C", "C", "C", "C", "H", "H", "H", "H", "H", "Br", "C", "C", "N", "C", "C", "C", "C", "O", "O", "H", "H", "H"], "coordinates": [[-0.32, -0.06, 0.43], [-2.60, -5.44, -5.26], [-1.92, -4.55, -4.24], [-0.66, -4.83, -3.76], [0.01, -4.04, -2.79], [1.22, -4.58, -2.33], [2.24, -4.17, -1.50], [2.81, -2.85, -1.36], [3.74, -2.49, -2.52], [2.95, -2.01, -3.74], [2.42, -0.68, -3.51], [2.71, 0.37, -4.23], [2.12, 1.63, -4.06], [2.47, 2.68, -4.94], [1.83, 3.89, -4.90], [2.21, 5.03, -5.81], [0.76, 4.04, -4.00], [0.38, 3.07, -3.11], [-0.87, 3.25, -2.38], [-1.34, 2.43, -1.54], [-2.70, 2.65, -1.09], [-3.64, 1.61, -1.71], [-3.67, 0.23, -1.03], [-2.58, -0.64, -1.41], [-2.85, -1.55, -2.26], [-1.99, -2.59, -2.78], [-2.58, -3.44, -3.73], [-0.64, -2.79, -2.31], [-0.08, -2.00, -1.51], [1.14, 1.84, -3.01], [0.95, 0.99, -2.12], [-1.92, -6.23, -5.59], [-2.91, -4.87, -6.14], [-3.49, -5.91, -4.84], [-0.15, -5.72, -4.12], [1.38, -5.61, -2.66], [2.89, -4.90, -1.30], [3.37, -2.84, -0.42], [2.00, -2.14, -1.28], [4.33, -3.37, -2.81], [4.42, -1.70, -2.22], [2.13, -2.70, -3.94], [3.60, -1.97, -4.62], [1.74, -0.49, -2.75], [3.43, 0.22, -5.03], [3.25, 2.50, -5.67], [2.99, 4.73, -6.52], [2.60, 5.87, -5.23], [1.35, 5.39, -6.38], [0.19, 4.97, -4.02], [-1.44, 4.15, -2.66], [-3.05, 3.66, -1.36], [-2.74, 2.56, 0.00], [-3.35, 1.46, -2.76], [-4.65, 2.02, -1.69], [-4.64, -0.23, -1.27], [-3.63, 0.37, 0.06], [-3.89, -1.62, -2.65], [-3.60, -3.24, -4.05], [-2.72, -1.71, 5.81], [-3.11, -2.18, 4.43], [-4.38, -2.26, 4.14], [-4.75, -2.68, 2.91], [-3.85, -3.04, 1.94], [-4.35, -3.53, 0.60], [-3.98, -4.88, 0.28], [-2.47, -3.00, 2.22], [-1.51, -3.27, 1.16], [-0.33, -3.77, 1.24], [0.20, -4.48, 2.28], [-0.37, -5.70, 2.65], [0.25, -6.57, 3.53], [1.47, -6.23, 4.10], [2.04, -5.00, 3.79], [1.42, -4.15, 2.90], [2.25, -2.26, 2.54], [-2.03, -2.54, 3.51], [-0.83, -2.39, 3.84], [-2.81, -2.53, 6.53], [-3.38, -0.90, 6.12], [-1.69, -1.38, 5.79], [-5.82, -2.73, 2.73], [-4.00, -2.86, -0.20], [-5.44, -3.52, 0.59], [-3.02, -4.94, 0.34], [-1.80, -2.97, 0.15], [-1.33, -5.97, 2.22], [-0.23, -7.51, 3.78], [1.97, -6.90, 4.78], [2.97, -4.70, 4.26], [2.49, 0.99, 0.82], [0.14, 3.32, 0.96], [1.35, 3.76, 2.86], [0.10, 5.48, 0.13], [6.16, 1.27, -1.76], [6.07, 0.31, -0.76], [4.94, 0.21, 0.02], [3.88, 1.10, -0.18], [3.97, 2.08, -1.15], [5.10, 2.16, -1.95], [7.04, 1.34, -2.37], [6.89, -0.39, -0.60], [4.85, -0.54, 0.80], [3.15, 2.78, -1.29], [5.16, 2.92, -2.71], [-4.57, 3.71, 7.08], [-4.49, 3.01, 5.31], [-5.63, 2.48, 4.75], [-5.64, 1.98, 3.52], [-4.50, 2.00, 2.83], [-3.31, 2.52, 3.32], [-3.31, 3.06, 4.60], [-2.07, 2.55, 2.46], [-1.69, 3.71, 2.08], [-1.51, 1.49, 2.17], [-6.57, 2.45, 5.30], [-4.54, 1.56, 1.84], [-2.40, 3.49, 5.01]]}


# 4
{"formula": "C13H34BIN3O2P", "method": "ωB97M-V/def2-TZVPD", "e_tot_ev": -40664.9724, "homo_lumo_gap_ev": 9.34, "e_homo_ev": -8.83, "multiplicity": 1, "e_lumo_ev": 0.517, "species": ["C", "C", "C", "C", "O", "B", "C", "I", "C", "C", "H", "H", "H", "H", "H", "H", "H", "H", "H", "H", "H", "H", "H", "H", "H", "H", "O", "P", "N", "C", "C", "N", "C", "C", "N", "C", "C", "H", "H", "H", "H", "H", "H", "H", "H", "H", "H", "H", "H", "H", "H", "H", "H", "H", "H"], "coordinates": [[5.22, -1.62, 1.59], [4.99, -0.48, 2.59], [5.84, 0.76, 2.28], [5.15, 1.69, 1.29], [4.16, 2.45, 1.99], [2.97, 2.76, 1.38], [1.64, 1.94, 1.63], [1.32, 2.11, 3.76], [1.64, 0.51, 1.04], [1.10, -0.62, 1.91], [6.04, -2.26, 1.91], [5.47, -1.21, 0.61], [4.33, -2.23, 1.48], [5.17, -0.83, 3.61], [3.94, -0.18, 2.54], [5.95, 1.35, 3.19], [6.83, 0.48, 1.90], [5.89, 2.38, 0.87], [4.71, 1.13, 0.46], [2.92, 3.72, 0.65], [0.80, 2.48, 1.19], [2.66, 0.22, 0.74], [1.06, 0.55, 0.12], [0.95, -1.51, 1.30], [1.77, -0.84, 2.74], [0.12, -0.36, 2.33], [-1.22, -0.09, -0.77], [-2.58, -0.26, -1.32], [-3.64, -0.45, -0.02], [-5.05, -0.80, -0.16], [-3.47, 0.55, 1.04], [-2.53, -1.70, -2.24], [-3.54, -2.73, -2.16], [-1.20, -2.31, -2.31], [-3.44, 0.69, -2.41], [-3.16, 0.50, -3.85], [-3.26, 2.13, -2.11], [-5.65, -0.01, -0.62], [-5.44, -0.98, 0.84], [-5.19, -1.72, -0.71], [-3.95, 1.51, 0.81], [-2.41, 0.72, 1.23], [-3.92, 0.17, 1.96], [-3.59, -3.22, -1.18], [-3.32, -3.50, -2.90], [-4.53, -2.35, -2.42], [-0.95, -2.88, -1.41], [-0.43, -1.56, -2.47], [-1.18, -2.99, -3.16], [-2.10, 0.58, -4.09], [-3.70, 1.27, -4.40], [-3.53, -0.47, -4.19], [-2.23, 2.46, -2.28], [-3.51, 2.33, -1.07], [-3.92, 2.73, -2.73]]}


# 5
{"formula": "C3H13NO2", "method": "ωB97M-V/def2-TZVPD", "e_tot_ev": -8904.9165, "homo_lumo_gap_ev": 9.82, "e_homo_ev": -9.14, "smiles": "CCNC.O.O", "multiplicity": 1, "e_lumo_ev": 0.684, "species": ["C", "C", "N", "C", "H", "H", "H", "H", "H", "H", "H", "H", "H", "O", "H", "H", "O", "H", "H"], "coordinates": [[1.84, -1.85, 1.41], [1.98, -0.44, 0.81], [0.96, 0.61, 0.78], [1.61, 1.69, -0.11], [2.01, -1.61, 2.48], [0.90, -2.29, 1.14], [2.58, -2.50, 0.97], [2.92, 0.08, 1.40], [2.31, -0.51, -0.29], [0.12, 0.24, 0.33], [2.02, 1.47, -1.21], [2.45, 2.12, 0.48], [0.79, 2.41, -0.32], [-5.52, 4.75, 1.96], [-6.00, 3.97, 1.63], [-4.86, 4.11, 2.27], [-2.44, -4.10, -4.62], [-1.82, -4.51, -5.19], [-1.85, -3.64, -3.93]]}